# 1
A cluster of 3 separate species, C21H28FN3O6 in total, computed with ωB97M-V with the def2-TZVPD basis set.

Structure (XYZ):
```
59
C21H28FN3O6 (ωB97M-V with the def2-TZVPD basis set)
O -2.117 -0.696 0.953
C -0.942 -0.567 0.279
F -0.630 -1.634 -0.702
N -0.045 0.661 0.517
C -0.638 1.823 -0.303
O -0.520 3.106 0.094
C -1.484 1.418 -1.680
N -2.972 1.264 -1.538
C -3.646 0.853 -2.816
C -5.293 0.607 -2.750
C -6.193 0.123 -4.049
C -7.817 -0.175 -4.000
C -8.427 -0.283 -2.469
C -9.282 1.085 -2.173
O -10.739 0.895 -2.061
C -5.351 -0.061 -5.474
C -3.713 0.192 -5.538
C -2.818 0.645 -4.201
N -1.339 0.795 -4.414
C -0.720 1.164 -3.094
O 0.772 1.319 -3.083
H 0.886 0.375 0.142
H -5.832 0.773 -1.720
H -7.955 -1.261 -4.473
H -8.424 0.550 -4.700
H -7.597 -0.522 -1.654
H -9.172 -1.215 -2.438
H -8.886 1.612 -1.197
H -9.086 1.825 -3.060
H -11.016 -0.050 -2.253
H -5.919 -0.375 -6.450
H -3.202 0.002 -6.594
H 1.027 2.206 -2.692
C 3.584 -3.011 2.410
C 4.369 -1.744 2.635
C 3.855 -0.853 1.526
O 2.497 -1.241 1.275
C 2.243 -2.477 1.957
H 3.512 -3.647 3.297
H 4.046 -3.596 1.605
H 4.109 -1.316 3.610
H 5.452 -1.886 2.602
H 4.422 -1.002 0.601
H 3.891 0.208 1.790
H 1.593 -2.260 2.811
H 1.721 -3.167 1.288
C 8.233 1.730 4.211
C 8.955 0.587 4.876
C 7.811 -0.309 5.297
O 6.759 -0.118 4.341
C 7.078 1.024 3.535
H 8.854 2.297 3.513
H 7.853 2.422 4.973
H 9.585 0.070 4.142
H 9.588 0.893 5.713
H 7.424 -0.024 6.281
H 8.095 -1.365 5.327
H 7.362 0.663 2.540
H 6.196 1.663 3.435
```

Its total energy is -41687.0977 eV. As for the SMILES: O=C(F)NC(=O)c1nc2cc(CCCO)ccc2nc1O.C1CCOC1.C1CCOC1.

***

# 2
A structure of composition C21H28FeN5OS, computed with ωB97M-V with the def2-TZVPD basis set.

Structure (XYZ):
```
57
C21H28FeN5OS (ωB97M-V with the def2-TZVPD basis set)
Fe 0.186 -0.215 -0.065
N 1.789 -0.084 1.554
C 3.217 -0.519 1.563
C 3.790 -0.323 0.171
C 3.132 -1.265 -0.844
C 2.592 -0.502 -2.036
N 1.522 0.440 -1.567
H 1.748 0.923 1.688
H 1.321 -0.478 2.363
H 3.237 -1.572 1.851
H 3.779 0.036 2.314
H 4.875 -0.407 0.149
H 3.572 0.717 -0.086
H 2.258 -1.735 -0.376
H 3.794 -2.082 -1.127
H 2.151 -1.159 -2.785
H 3.374 0.082 -2.523
H 0.954 0.695 -2.371
H 1.943 1.321 -1.283
C -0.874 2.467 3.405
C -1.197 1.448 2.357
O -0.451 1.270 1.376
N -2.327 0.746 2.490
C -2.691 -0.289 1.526
C -1.898 -1.540 1.808
C -2.409 -2.544 2.616
C -1.618 -3.630 2.947
C -0.319 -3.673 2.462
C 0.115 -2.642 1.657
N -0.651 -1.595 1.312
H -0.164 3.186 3.005
H -0.420 1.969 4.264
H -1.766 2.987 3.749
H -2.899 0.888 3.307
H -2.467 0.076 0.524
H -3.761 -0.468 1.591
H -3.422 -2.463 2.989
H -2.002 -4.422 3.575
H 0.347 -4.491 2.698
H 1.127 -2.650 1.268
S -2.535 1.698 -2.985
C -1.902 2.943 -2.007
C -1.051 2.496 -1.031
C -0.924 1.087 -1.094
C -1.643 0.520 -2.104
C -1.503 -0.897 -2.335
C -2.121 -1.630 -3.340
C -1.850 -2.980 -3.446
C -0.954 -3.560 -2.554
C -0.376 -2.770 -1.586
N -0.638 -1.460 -1.456
H -2.198 3.964 -2.196
H -0.563 3.143 -0.322
H -2.796 -1.138 -4.028
H -2.319 -3.574 -4.219
H -0.703 -4.609 -2.606
H 0.339 -3.198 -0.897
```

As for the charge: +2. Its total energy is -76939.0626 eV. The multiplicity is 2. The expectation value of S² is 0.92.

***

# 3
The molecule C21H28N2O2, computed with ωB97M-V with the def2-TZVPD basis set.

Structure (XYZ):
```
53
C21H28N2O2 (ωB97M-V with the def2-TZVPD basis set)
C 2.320 -0.388 -4.888
H 2.759 -1.159 -5.517
H 2.321 0.548 -5.441
H 2.937 -0.268 -3.999
C 0.897 -0.788 -4.484
N 0.277 0.142 -3.562
C 0.710 0.105 -2.235
C 0.690 -1.105 -1.534
C 1.032 -1.162 -0.202
C 1.400 -0.012 0.491
C 1.448 1.193 -0.196
C 1.111 1.245 -1.534
H 1.177 2.198 -2.036
H 1.743 2.089 0.324
N 1.680 -0.131 1.859
C 1.818 0.855 2.789
O 1.926 2.034 2.537
C 1.844 0.324 4.220
C 0.459 0.459 4.866
C -0.629 -0.268 4.076
H -1.520 -0.417 4.705
O -0.959 0.539 2.969
C -1.521 -0.006 1.853
C -1.661 0.865 0.772
C -2.187 0.408 -0.416
C -2.578 -0.914 -0.547
C -2.462 -1.786 0.524
C -1.938 -1.324 1.727
H -1.872 -2.009 2.559
C -2.870 -3.222 0.385
H -3.732 -3.317 -0.270
H -2.054 -3.800 -0.051
H -3.114 -3.657 1.352
H -2.979 -1.269 -1.485
H -2.288 1.083 -1.252
H -1.336 1.885 0.894
H -0.266 -1.254 3.757
H 0.189 1.515 4.909
H 0.494 0.063 5.882
H 2.170 -0.718 4.245
H 2.554 0.927 4.788
H 1.592 -1.076 2.205
H 0.989 -2.110 0.317
H 0.372 -2.010 -2.028
C -0.109 1.429 -4.109
C -1.124 1.289 -5.242
H -1.913 0.600 -4.952
H -1.568 2.260 -5.448
H -0.662 0.931 -6.159
H -0.585 1.985 -3.299
H 0.753 2.015 -4.464
H 0.930 -1.771 -4.013
H 0.269 -0.871 -5.372
```

The value obtained for the energy relative to the best compared isomer or geometry (same formula, charge and spin) is 39.7 kcal/mol. Its total energy is -29307.1891 eV. As for the SMILES: CCN(CC)c1ccc(NC(=O)CCCOc2cccc(C)c2)cc1.

***

# 4
The molecule C21H28N2O2S, computed with ωB97M-V with the def2-TZVPD basis set.

Structure (XYZ):
```
54
C21H28N2O2S (ωB97M-V with the def2-TZVPD basis set)
C 3.044 -1.060 3.576
C 3.125 -2.253 2.678
C 4.349 -2.738 2.244
C 4.433 -3.849 1.421
C 3.278 -4.502 1.031
C 2.046 -4.040 1.457
C 1.963 -2.913 2.262
S 0.408 -2.280 2.841
C -0.756 -2.646 1.457
C -2.134 -2.122 1.849
C -2.152 -0.595 1.880
N -1.704 -0.054 0.610
C -2.586 0.620 -0.165
O -3.724 0.837 0.206
C -2.082 1.157 -1.504
C -1.320 2.459 -1.255
N -0.865 3.057 -2.493
C -1.515 2.934 -3.679
O -1.145 3.526 -4.678
C -2.688 1.972 -3.758
C -3.247 1.492 -2.428
H -3.880 0.616 -2.579
H -3.862 2.262 -1.961
H -3.459 2.460 -4.356
H -2.330 1.120 -4.345
C 0.244 3.968 -2.446
C 1.525 3.638 -1.741
C 0.627 4.722 -1.212
H 0.938 5.749 -1.328
H 0.094 4.537 -0.293
H 1.597 2.716 -1.182
H 2.450 3.917 -2.220
H 0.319 4.483 -3.396
H -0.452 2.275 -0.618
H -1.988 3.153 -0.724
H -1.436 0.429 -2.002
C -0.359 -0.465 0.284
H -0.010 -0.005 -0.638
C -0.288 -1.989 0.164
H 0.735 -2.289 -0.072
H -0.939 -2.320 -0.650
H 0.302 -0.144 1.099
H -3.162 -0.227 2.059
H -1.488 -0.235 2.672
H -2.418 -2.506 2.829
H -2.864 -2.475 1.116
H -0.796 -3.733 1.351
H 1.153 -4.570 1.162
H 3.330 -5.377 0.401
H 5.397 -4.205 1.092
H 5.252 -2.233 2.556
H 2.372 -0.311 3.156
H 4.025 -0.616 3.720
H 2.641 -1.347 4.547
```

The value obtained for the energy relative to the best compared isomer or geometry (same formula, charge and spin) is 1.8 kcal/mol. Its total energy is -40142.5777 eV. As for the SMILES: Cc1ccccc1SC1CCN(C(=O)[C@H]2CCC(=O)N(C3CC3)C2)CC1.

***

# 5
A structure of composition C21H28N2O5S5W, computed with ωB97M-V with the def2-TZVPD basis set.

Structure (XYZ):
```
62
C21H28N2O5S5W (ωB97M-V with the def2-TZVPD basis set)
W -0.529 -0.208 0.401
C 1.550 1.357 -1.827
C 2.664 0.412 -1.440
S 2.090 -0.837 -0.252
C 3.112 -0.491 1.210
C 2.313 -0.434 2.495
S 0.820 0.567 2.464
C 1.389 2.250 2.162
C 1.857 2.547 0.755
S 0.626 1.985 -0.418
H 0.779 0.856 -2.415
H 1.920 2.196 -2.419
H 3.536 0.911 -1.022
H 3.003 -0.114 -2.333
H 3.689 0.409 1.023
H 3.826 -1.311 1.303
H 2.931 -0.069 3.318
H 1.954 -1.420 2.780
H 2.185 2.434 2.886
H 0.539 2.872 2.444
H 2.826 2.122 0.526
H 1.929 3.629 0.624
O -0.563 -1.501 -1.042
N -0.905 -2.808 -0.845
C -1.379 -3.485 -1.909
C -1.664 -4.817 -1.759
C -1.445 -5.426 -0.524
C -0.956 -4.690 0.542
C -0.686 -3.343 0.366
S -0.086 -2.276 1.605
H -1.498 -2.917 -2.820
H -2.052 -5.370 -2.602
H -1.661 -6.478 -0.394
H -0.784 -5.139 1.510
C -4.212 0.479 6.982
C -4.085 0.154 5.523
C -5.225 0.083 4.715
C -5.132 -0.229 3.376
C -3.867 -0.472 2.826
C -2.719 -0.420 3.608
C -2.839 -0.104 4.949
S -3.856 -0.928 1.171
O -4.459 -2.187 0.897
O -2.432 -0.905 0.653
N -4.644 0.202 0.363
C -4.552 1.654 0.588
C -3.522 2.310 -0.354
C -2.237 1.591 -0.166
O -1.669 0.907 -1.072
O -1.684 1.495 0.990
H -4.960 1.253 7.148
H -3.265 0.803 7.409
H -4.541 -0.408 7.530
H -6.199 0.268 5.150
H -6.026 -0.289 2.767
H -1.753 -0.659 3.192
H -1.954 -0.071 5.572
H -5.385 -0.178 -0.215
H -4.282 1.837 1.626
H -5.535 2.085 0.417
H -3.406 3.363 -0.090
H -3.821 2.227 -1.396
```

As for the charge: +3. Its total energy is -91426.1262 eV. The multiplicity is 2. The expectation value of S² is 0.76.

***

# 6
The molecule C21H28N4O2S, computed with ωB97M-V with the def2-TZVPD basis set.

Structure (XYZ):
```
56
C21H28N4O2S (ωB97M-V with the def2-TZVPD basis set)
C -2.029 -1.637 1.919
O -1.416 -1.568 0.657
C -0.121 -1.986 0.545
C 0.665 -2.407 1.608
C 1.952 -2.880 1.398
C 2.467 -2.948 0.118
C 1.703 -2.507 -0.948
C 0.424 -2.000 -0.755
N -0.300 -1.603 -1.884
C -1.408 -0.804 -2.011
N -1.504 0.362 -1.356
C -0.449 0.981 -0.585
H 0.279 0.246 -0.252
C 0.311 2.036 -1.396
H 0.683 1.580 -2.314
C 1.474 2.582 -0.567
N 2.434 1.534 -0.262
C 3.127 1.732 0.998
C 4.007 0.513 1.274
O 4.951 0.322 0.248
C 4.300 0.154 -0.990
C 3.410 1.351 -1.322
H 2.889 1.162 -2.262
H 4.041 2.251 -1.443
H 5.087 0.040 -1.737
H 3.679 -0.752 -0.961
H 4.577 0.647 2.194
H 3.366 -0.378 1.361
H 2.390 1.834 1.797
H 3.761 2.637 0.979
H 1.074 2.966 0.375
H 1.949 3.424 -1.098
H -0.344 2.864 -1.671
H -0.912 1.443 0.293
C -2.721 1.148 -1.467
C -3.626 0.878 -0.294
N -3.413 1.609 0.793
C -4.175 1.403 1.853
C -5.192 0.462 1.890
C -5.407 -0.312 0.758
C -4.608 -0.105 -0.354
H -4.736 -0.688 -1.253
H -6.185 -1.061 0.744
H -5.795 0.337 2.776
H -3.959 2.028 2.711
H -3.222 0.883 -2.400
H -2.452 2.205 -1.476
S -2.531 -1.299 -3.136
H -0.231 -2.252 -2.659
H 2.091 -2.554 -1.956
H 3.459 -3.337 -0.053
H 2.540 -3.207 2.241
H 0.274 -2.388 2.613
H -1.569 -0.941 2.627
H -3.067 -1.350 1.759
H -1.996 -2.652 2.327
```

The value obtained for the energy relative to the best compared isomer or geometry (same formula, charge and spin) is 55.2 kcal/mol. Its total energy is -43121.6473 eV. As for the SMILES: COc1ccccc1NC(=S)N(CCCN1CCOCC1)Cc1ccccn1.

***

# 7
The molecule C21H28N4O4, computed with ωB97M-V with the def2-TZVPD basis set.

Structure (XYZ):
```
57
C21H28N4O4 (ωB97M-V with the def2-TZVPD basis set)
C 7.072 4.275 -0.589
O 7.434 3.504 0.528
C 7.316 2.113 0.346
C 5.866 1.613 0.384
C 5.837 0.093 0.337
O 6.853 -0.567 0.217
N 4.622 -0.493 0.460
C 3.335 0.159 0.462
H 3.438 1.231 0.621
C 2.604 -0.115 -0.856
H 1.626 0.368 -0.832
H 3.176 0.291 -1.691
C 2.444 -1.629 -1.055
C 3.811 -2.313 -0.956
C 4.509 -1.934 0.350
H 5.517 -2.350 0.381
H 3.928 -2.309 1.197
H 3.677 -3.394 -0.996
H 4.424 -2.003 -1.803
H 2.012 -1.837 -2.045
O 1.626 -2.196 -0.045
C 0.278 -2.042 -0.079
C -0.448 -1.426 -1.095
C -1.826 -1.336 -1.011
C -2.511 -1.855 0.080
C -1.781 -2.493 1.083
C -0.411 -2.581 1.011
H 0.159 -3.070 1.785
H -2.319 -2.916 1.918
C -3.990 -1.796 0.228
O -4.609 -2.574 0.933
N -4.611 -0.831 -0.495
H -4.091 -0.060 -0.886
C -6.020 -0.568 -0.335
C -6.240 0.900 -0.212
N -5.366 1.813 -0.543
C -5.961 3.013 -0.297
C -7.223 2.829 0.189
N -7.391 1.465 0.239
H -8.214 0.983 0.561
C -8.284 3.777 0.611
H -9.184 3.643 0.010
H -8.547 3.623 1.657
H -7.932 4.797 0.487
H -5.441 3.930 -0.487
H -6.367 -1.104 0.557
H -6.576 -0.959 -1.201
H -2.361 -0.873 -1.827
H 0.044 -1.017 -1.964
H 2.742 -0.257 1.285
H 5.400 1.968 1.305
H 5.311 2.009 -0.469
H 7.872 1.660 1.169
H 7.786 1.804 -0.598
H 7.356 5.301 -0.359
H 7.604 3.944 -1.489
H 5.993 4.241 -0.784
```

The value obtained for the energy relative to the best compared isomer or geometry (same formula, charge and spin) is 61.6 kcal/mol. Its total energy is -36382.8646 eV. As for the SMILES: COCCC(=O)N1CCC(Oc2ccc(C(=O)NCc3ncc(C)[nH]3)cc2)CC1.

***

# 8
The molecule C21H28N4O4, computed with ωB97M-V with the def2-TZVPD basis set.

Structure (XYZ):
```
57
C21H28N4O4 (ωB97M-V with the def2-TZVPD basis set)
C -7.516 -3.536 0.859
C -7.021 -2.707 -0.040
C -5.579 -2.673 -0.451
N -5.043 -1.332 -0.362
C -4.045 -1.015 0.467
O -3.430 -1.771 1.183
N -3.687 0.362 0.461
C -4.196 1.373 -0.284
O -5.162 1.281 -1.011
C -3.465 2.703 -0.106
H -3.981 3.300 0.650
O -2.135 2.563 0.350
C -1.279 1.970 -0.521
O -1.629 1.559 -1.601
C 0.081 1.887 0.022
C 1.023 1.224 -0.712
C 2.385 1.013 -0.409
C 3.269 0.252 -1.187
N 4.478 0.261 -0.581
C 4.412 1.027 0.568
C 3.142 1.495 0.700
H 2.775 2.119 1.489
C 5.582 1.271 1.454
H 5.264 1.894 2.285
H 5.982 0.341 1.856
H 6.380 1.792 0.922
C 5.657 -0.421 -1.051
H 6.514 -0.038 -0.496
H 5.806 -0.170 -2.108
C 5.609 -1.949 -0.915
H 6.473 -2.335 -1.461
H 4.713 -2.335 -1.401
C 5.664 -2.480 0.523
C 4.308 -2.396 1.221
H 3.568 -2.978 0.676
H 3.951 -1.374 1.298
H 4.381 -2.802 2.228
C 6.141 -3.932 0.511
H 5.459 -4.549 -0.070
H 6.180 -4.327 1.523
H 7.135 -4.013 0.075
H 6.394 -1.889 1.089
C 2.987 -0.465 -2.456
H 2.633 -1.479 -2.260
H 2.209 0.053 -3.012
H 3.873 -0.528 -3.083
H 0.654 0.805 -1.641
C 0.301 2.492 1.271
N 0.448 2.994 2.294
H -3.493 3.226 -1.068
H -2.906 0.567 1.073
H -5.480 -0.585 -0.893
H -5.486 -3.021 -1.488
H -4.974 -3.312 0.196
H -7.656 -1.986 -0.540
H -8.560 -3.536 1.121
H -6.894 -4.254 1.367
```

The value obtained for the energy relative to the best compared isomer or geometry (same formula, charge and spin) is 65.0 kcal/mol. Its total energy is -36382.7173 eV. As for the SMILES: C=CCNC(=O)NC(=O)COC(=O)/C(C#N)=C/c1cc(C)n(CCC(C)C)c1C.

***

Q: Number 2 is which compound?
A: C21H28FeN5OS